Record 1
The following is a quantum chemistry calculation of a 2-piece molecular cluster, C4H12 overall at a distorted geometry, from the Open Molecules 2025 dataset.

Atoms and positions in Å:
C: -0.571 -1.749 -1.174
C: -0.236 -2.913 -0.264
H: -1.094 -2.150 -2.112
H: -1.327 -1.083 -0.723
H: 0.323 -1.354 -1.624
H: -0.377 -2.655 0.778
H: -0.963 -3.737 -0.485
H: 0.640 -3.421 -0.581
C: 1.061 2.509 1.239
C: -0.147 2.282 0.259
H: 1.376 1.499 1.588
H: 1.854 3.097 0.775
H: 0.806 2.911 2.215
H: -0.168 3.101 -0.433
H: -0.060 1.295 -0.214
H: -1.118 2.369 0.757

Output
ΔE to the lowest compared entry with this formula, charge and spin	17.0	kcal per mole
frontier orbital gap	12.26	eV
E_LUMO	1.104	eV
SMILES	CC.CC
total charge	0

Results of the natural (NBO) charge analysis, in e, for atoms 1 through 4:
1 C -0.619
2 C -0.620
3 H 0.197
4 H 0.213

***

Record 2
The following is a quantum chemistry calculation of one molecule with the formula C5H10O, from the Open Molecules 2025 dataset.

Atoms and positions in Å:
C: 1.567 -0.100 1.148
C: 0.945 0.005 -0.225
C: 0.091 -1.103 -0.806
C: -0.532 0.205 -0.445
C: -1.501 0.303 0.712
O: -0.914 0.995 -1.543
H: 2.464 -0.730 1.129
H: 1.861 0.887 1.523
H: 0.873 -0.537 1.874
H: 1.562 0.511 -0.967
H: 0.208 -1.331 -1.862
H: -0.144 -1.958 -0.175
H: -2.525 0.291 0.323
H: -1.360 1.233 1.279
H: -1.399 -0.533 1.408
H: -1.232 1.831 -1.180

Output
ΔE to the lowest compared entry with this formula, charge and spin	22.8	kcal per mole
frontier orbital gap	10.24	eV
E_LUMO	1.000	eV
SMILES	C[C@H]1C[C@]1(C)O
total charge	0

Results of the natural (NBO) charge analysis, in e, for atoms 1 through 4:
1 C -0.608
2 C -0.249
3 C -0.436
4 C 0.235

***

Record 3
The following is a quantum chemistry calculation of one molecule with the formula C7H10O2 at a distorted geometry, from the Open Molecules 2025 dataset.

Atoms and positions in Å:
C: 1.538 1.115 -0.369
C: 1.276 -1.164 0.405
C: 0.489 1.482 0.377
C: 0.163 -0.845 1.060
C: 1.770 -0.360 -0.746
C: -0.573 0.486 0.579
C: -2.041 -0.669 -0.863
O: -1.493 0.837 1.495
O: -1.123 0.439 -0.695
H: 2.337 1.865 -0.672
H: 1.991 -2.026 0.805
H: 0.330 2.585 0.531
H: -0.326 -1.577 1.784
H: 1.111 -0.490 -1.579
H: 2.803 -0.459 -1.060
H: -2.358 -0.736 -1.925
H: -2.896 -0.544 -0.269
H: -1.555 -1.657 -0.614
H: -1.444 1.719 1.756

Output
ΔE to the lowest compared entry with this formula, charge and spin	53.8	kcal per mole
frontier orbital gap	10.20	eV
E_LUMO	0.992	eV
SMILES	COC1(O)C=CCC=C1
total charge	0

Results of the natural (NBO) charge analysis, in e, for atoms 1 through 4:
1 C -0.117
2 C -0.166
3 C -0.253
4 C -0.251

***

Record 4
The following is a quantum chemistry calculation of a 2-piece molecular cluster, C4H10Si overall at a distorted geometry, from the Open Molecules 2025 dataset.

Atoms and positions in Å:
C: -1.519 -0.797 -0.874
C: -0.812 -1.751 0.148
C: 0.043 1.679 1.740
C: 1.709 0.213 -1.179
Si: 0.132 -0.123 -0.177
H: -1.617 -1.191 -1.879
H: -2.519 -0.351 -0.685
H: -1.576 -1.844 0.818
H: -0.340 -2.702 -0.266
H: 0.573 2.468 1.295
H: -1.087 1.549 1.581
H: 0.307 1.219 2.662
H: 2.668 -0.374 -1.062
H: 1.364 0.109 -2.200
H: 1.841 1.283 -0.901

Output
ΔE to the lowest compared entry with this formula, charge and spin	51.7	kcal per mole
frontier orbital gap	9.06	eV
E_LUMO	0.740	eV
total charge	0

Results of the natural (NBO) charge analysis, in e, for atoms 1 through 4:
1 C -0.825
2 C -0.838
3 C -0.824
4 C -1.113